(1)
64
Properties=species:S:1:pos:R:3 method="wB97M-V/def2-TZVPD" homo_energy_ha=-0.0882 charge=-1 orbital_gap_ev=4.49
Mg 0.0148 -0.5538 0.1370
F -1.3183 2.2047 -4.4631
F -0.0881 -2.3796 -2.3318
F -1.4625 -3.2091 -4.4827
F -3.9473 2.8771 -4.3261
F -4.0521 1.8790 0.2523
F -5.2744 2.7138 -1.9638
F -0.0004 1.3682 -2.2795
F -5.2972 -3.9127 -1.8452
F -4.0598 -3.9749 -4.2605
F -4.0168 -3.0876 0.3421
O 2.0016 -0.5538 0.1370
N -1.2315 1.0544 0.1433
N 0.0072 -0.5542 2.1472
N 2.4157 1.6312 0.6906
N 4.1821 0.0926 0.4190
N -1.2329 -2.1639 0.1437
C -1.9592 1.5321 -0.8993
C -3.3105 2.4313 -3.2301
C -3.3955 -3.5336 -3.1793
C -1.9754 2.0857 -3.2969
C 5.1652 1.1602 0.4529
C -0.7612 0.6446 2.5076
C 1.3330 -0.5098 2.7408
C 3.3449 2.7456 0.7326
C -0.6699 -1.8104 2.4931
C -3.9829 2.3458 -2.0257
C -1.3115 1.6460 -2.1536
C -1.8167 1.0741 1.4766
C -3.3331 -3.0631 -0.8156
C 4.6857 2.3253 1.2850
C -1.7528 -2.2587 1.5006
C -1.3830 -2.7050 -2.1620
C -1.9840 -2.6433 -0.8811
C 4.6567 -1.2164 0.0062
C 2.8144 0.3344 0.3921
C -4.0221 -3.4996 -1.9478
C 1.0072 1.9622 0.5667
C -2.0764 -3.1405 -3.2892
C -3.3236 1.9049 -0.8776
H 3.4435 3.1372 -0.2868
H 5.5467 -1.4785 0.5858
H -1.0848 -1.7745 3.5089
H 0.3719 1.0837 0.7096
H 5.4007 3.1532 1.2452
H 0.0148 -0.5538 -1.6366
H 0.0740 -2.6207 2.5097
H 0.8305 2.3699 -0.4332
H 1.2942 -0.5156 3.8363
H 5.3602 1.4679 -0.5812
H -2.6524 -1.6565 1.6575
H 0.7425 2.7087 1.3212
H 4.9081 -1.1776 -1.0579
H -1.2232 0.5428 3.4983
H 2.9228 3.5359 1.3631
H 1.8780 0.3855 2.4202
H -2.6918 0.4241 1.5655
H -2.1505 2.0799 1.7668
H 6.0979 0.7703 0.8752
H 3.8992 -1.9890 0.1644
H 1.9397 -1.3621 2.4136
H -0.0705 1.4964 2.5965
H 4.5816 2.0209 2.3338
H -2.0227 -3.2894 1.7688

=====

(2)
11
Properties=species:S:1:pos:R:3 method="wB97M-V/def2-TZVPD" homo_energy_ha="-0.3011 / -0.3003" e_above_lowest_kcal_mol=56.0 charge=0 orbital_gap_ev="7.03 / 7.01"
I -1.3203 0.7640 1.7825
S -1.5290 -1.5000 0.5993
N 0.1056 1.1911 0.5658
C -1.1407 -1.0611 -1.1225
C 1.4650 0.8497 0.5986
H -0.2946 -1.5181 -1.4274
H 1.7635 0.0270 -0.0649
H 1.6982 0.5491 1.5970
H -2.0083 -1.0670 -1.7521
H -0.7785 0.0648 -1.0279
H 2.0390 1.7003 0.2517

=====

(3)
85
Properties=species:S:1:pos:R:3 method="wB97M-V/def2-TZVPD" homo_energy_ha=-0.5888 e_above_lowest_kcal_mol=5.3 charge=+3 orbital_gap_ev=4.30
Sc -0.3758 0.8629 -1.2181
S 3.0683 -2.7369 -3.1735
P -1.7519 3.2421 -1.8902
P 1.5282 2.4654 -0.5725
P -2.8287 0.8255 0.3785
O 0.3163 -0.3860 0.3009
N 0.7607 -1.8286 2.0977
N 0.7102 -1.6893 3.4654
C 1.3984 -4.1693 1.6417
C 0.7636 -2.5189 -1.8204
C 1.0860 -2.7708 4.3311
C -0.3502 -4.9252 -2.6857
C -0.7906 0.5880 -3.2966
C 3.7735 -4.6465 1.4334
C 0.2964 0.3163 2.6455
C -2.0201 4.8094 -0.9285
C 0.3207 0.0382 5.2124
C 1.5409 -3.4047 -2.5853
C -4.3698 0.1801 -0.3990
C 2.8685 1.4815 0.1905
C -1.1596 -3.9628 -2.0677
C 2.4505 -5.0887 1.5817
C 1.0060 -4.6659 -2.9276
C -2.8893 -0.2014 1.8921
C 0.6165 0.8415 -3.1012
C -0.5949 -2.7583 -1.6363
C 0.4380 -0.4201 3.8070
C 4.0291 -3.2816 1.2523
C -3.4515 2.3715 1.1788
C 1.0434 3.5798 0.7832
C 0.4847 -0.5813 1.5707
C -3.4510 2.9366 -2.5279
C 2.9849 -2.3538 1.2785
C 1.6980 -2.7993 1.5775
C -0.9655 3.9917 -3.3775
C 2.5013 3.5312 -1.6897
H -1.4473 1.3746 -3.6945
H -4.0707 2.9878 0.5139
H 0.1598 4.1732 0.5086
H 3.8698 -3.0890 -2.1945
H 2.2504 -6.1594 1.6653
H -0.4751 3.2931 -4.0608
H 5.0472 -2.9243 1.0900
H -2.7195 5.4323 -1.5160
H 1.2604 -0.0716 5.7724
H -1.2299 -1.9869 -1.1943
H 4.6036 -5.3635 1.4465
H -2.4439 4.6293 0.0753
H -4.2198 3.1101 -1.7653
H 3.1624 -1.2835 1.1386
H 2.1730 -2.9250 4.3569
H 3.0611 0.5670 -0.3910
H 3.7694 2.1072 0.1811
H -0.4659 -0.4947 5.7660
H -2.2243 -4.1271 -1.9235
H 2.6384 1.1899 1.2240
H 0.0665 1.1076 5.2355
H 1.2761 -1.6271 -1.4469
H 0.0650 1.3678 2.5170
H -1.0454 -0.4301 -3.6080
H 2.0085 4.4979 -1.8523
H -2.5921 2.9650 1.5201
H -4.2133 -0.8816 -0.6394
H -4.5718 0.7259 -1.3287
H 0.7503 -2.5308 5.3398
H 0.5917 -3.6915 4.0203
H 0.8110 3.0007 1.6860
H 1.3133 -0.0138 -3.1707
H -0.2385 4.7391 -3.0447
H -3.9209 -0.2767 2.2621
H 1.6555 -5.3775 -3.4353
H -3.5570 1.9146 -2.9116
H -1.0577 5.3423 -0.8409
H -1.7859 4.4871 -3.9033
H 3.4763 3.6765 -1.2085
H 1.1264 1.7686 -3.3879
H -3.6126 3.6369 -3.3556
H -2.2769 0.2584 2.6733
H -0.7810 -5.8894 -2.9672
H 1.8951 4.2431 0.9801
H -4.0440 2.0747 2.0569
H -5.2247 0.2742 0.2900
H 0.3608 -4.4995 1.7575
H -2.5083 -1.2089 1.6995
H 2.6497 3.0349 -2.6567

=====

(4)
76
Properties=species:S:1:pos:R:3 method="wB97M-V/def2-TZVPD" homo_energy_ha="-0.3219 / -0.3599" s2=0.75 spin_multiplicity=2 charge=0 orbital_gap_ev="9.12 / 9.89"
Cl 2.4186 -3.2450 -1.4406
O 0.9674 -1.6287 1.3964
O -2.3646 -2.1779 5.4707
O -1.6937 -0.5080 1.6961
O -3.2323 3.3911 -6.4360
O 4.3511 0.7859 3.4966
O -1.8448 3.7072 -3.4494
N 1.4952 -3.9244 1.8967
N -1.7271 -0.3316 0.4232
C -0.2153 -2.0053 -0.7937
C -1.1906 -2.9490 5.7082
C -0.7497 4.5810 -3.7088
C -0.8495 1.8613 1.0146
C -1.1538 1.3516 -1.4046
C 0.0551 -2.1313 5.4265
C 2.3074 -1.5686 -0.7347
C -0.8860 5.8667 -2.9150
C -3.6413 1.0060 -6.5207
C 0.9348 -1.3098 -0.0124
C 4.2699 -0.4868 4.1358
C -2.1797 -2.7258 0.5902
C -2.6645 -1.6067 -1.5525
C 3.5191 -1.1777 0.1561
C 4.6902 -2.1966 0.1353
C -0.7872 0.6982 -0.0463
C 0.7037 0.2350 -0.1081
C 1.1817 -2.8798 1.6355
C 3.6408 -0.3525 5.5068
C -1.6609 -1.5892 -0.3605
C -2.8040 2.1257 -5.9295
H -4.1577 3.5045 -6.1919
H 1.2747 0.6903 0.7205
H -1.7547 2.0001 -6.1945
H -2.8841 2.1382 -4.8420
H 5.0616 -2.3813 -0.8809
H 3.9509 -0.2447 -0.2454
H -3.5650 1.0052 -7.6094
H -0.9631 0.6337 -2.2173
H -0.9310 5.6521 -1.8458
H -0.0445 6.5352 -3.1047
H -0.4388 2.1755 -1.5570
H 0.0659 -1.7936 4.3862
H 4.8964 1.3564 4.0495
H 0.1635 4.0549 -3.4290
H -3.3166 0.0340 -6.1446
H -1.8109 6.3860 -3.1778
H 2.3284 -0.9101 -1.6100
H -0.7130 4.7915 -4.7824
H 3.5645 -1.3261 5.9944
H -1.8856 2.1229 1.2678
H 2.6429 0.0803 5.4204
H -2.4801 -0.8051 -2.2791
H -1.4349 -3.0336 1.3321
H -2.6513 4.1688 -3.7072
H -3.1399 -2.4742 1.0568
H 5.5311 -1.7621 0.7050
H -3.6600 -1.4718 -1.1020
H 0.9587 -2.7152 5.6143
H -4.6975 1.1415 -6.2734
H -2.1545 1.7989 -1.4284
H -2.3526 -1.9038 4.5457
H -1.2122 -3.2674 6.7503
H -2.5980 -2.5784 -2.0631
H 4.4314 -3.1404 0.6350
H -0.1138 -1.7635 -1.8669
H 0.0764 -1.2374 6.0527
H 5.2764 -0.9130 4.2017
H -2.3810 -3.5870 -0.0742
H 4.2267 0.3137 6.1453
H -0.2811 1.5602 1.9022
H -1.2184 -3.8416 5.0744
H -0.3757 2.7332 0.5335
H 1.1349 0.6618 -1.0252
H -0.1815 -3.1027 -0.7185
H 3.6616 -1.1353 3.5046
H 3.2614 -0.9659 1.2021

=====

(5)
108
Properties=species:S:1:pos:R:3 method="wB97M-V/def2-TZVPD" homo_energy_ha=-0.3498 charge=+1 orbital_gap_ev=1.19
Cl 4.6865 -5.6177 -6.3826
Cl 5.9538 -4.1578 -8.5533
Cl 7.5857 -5.5161 -6.5742
S -7.2640 3.7262 -1.1198
S -1.9844 1.9898 -2.8494
S -5.4037 3.2302 3.2649
Al 1.3016 -2.6833 -3.2228
F -1.3011 -3.2221 2.8424
F -4.9523 1.2626 4.8415
F 5.7659 0.3134 -3.7822
O 1.5985 -3.7628 7.2932
O -4.8440 3.4482 -5.0123
O -5.6385 1.8916 -3.6738
O -6.6700 2.2840 -5.3787
O 1.0405 -0.3922 1.3589
O -1.8573 6.6952 -2.9321
O -0.0612 6.0680 -1.8431
O 0.2644 5.5910 0.3253
O 2.4481 -4.0728 2.2355
N 4.1247 -1.2695 -2.0949
N -0.4078 1.5257 0.1545
C -1.3452 6.6811 -1.9058
C 6.0752 -5.5529 -7.4827
C 6.5102 -2.3140 -4.7857
C -1.6877 1.0450 0.8257
C -3.0827 1.6311 2.9218
C -0.7998 2.8712 -0.3739
C 0.1435 5.2330 -0.7903
C 3.3840 -3.9543 4.5017
C 6.7607 -3.0751 -3.4971
C -4.5245 3.5161 -1.6306
C 4.7050 -2.2078 -2.3854
C -2.0456 7.3479 -0.7271
C -3.6491 3.0687 2.7755
C 2.3284 -3.4825 3.5200
C -2.0300 -0.4554 0.8726
C 5.4630 -3.4330 -2.7649
C 0.3284 0.6313 -0.7638
C 1.0097 -6.0108 2.6759
C 2.3426 -5.4869 2.1716
C -1.6569 1.5549 2.2927
C -3.0582 3.8817 -1.2731
C -5.6651 2.5983 -4.7080
C -2.1239 2.6258 -1.1323
C 0.6284 -4.7944 7.4544
C 0.6863 -1.8807 -0.5151
C 1.1667 -0.4467 -0.0465
C -5.5406 3.9961 -0.5635
C -2.0322 -1.2012 2.0159
C -2.8151 1.6104 -0.1257
C 0.3033 3.7166 -1.0449
Be 0.9021 7.8822 0.5949
H -2.6580 4.4671 -2.1098
H -2.6450 6.6116 -0.1743
H -3.0528 3.7843 3.3602
H -3.6010 3.4249 1.7316
H 2.4373 -2.4027 3.3735
H 0.9615 -7.0961 2.5693
H -2.2533 3.0554 -3.6443
H 0.6301 -2.5944 0.3230
H -3.7634 1.8889 0.3348
H -2.8825 -1.8311 2.2775
H -2.7594 8.0785 -1.1249
H 1.3850 -2.2649 -1.2940
H 0.7210 -5.2480 8.4440
H 0.1914 -5.5645 2.1079
H -3.0919 1.3668 3.9798
H -5.4520 5.0679 -0.3438
H 6.0168 -1.3549 -4.5819
H 3.2674 -3.4416 5.4554
H 2.4543 -5.7570 1.1189
H 1.3156 3.4701 -0.6892
H 3.3142 -5.0262 4.6897
H -0.9801 0.9508 2.9089
H 6.0652 -6.4500 -8.0897
H -2.9701 4.4332 -0.3196
H 0.8063 -5.5532 6.6955
H -5.9710 2.0548 2.8835
H -1.2621 2.5898 2.3623
H 4.3857 -3.7545 4.1132
H 1.3218 -3.6396 3.9201
H 1.0148 1.1875 -1.4197
H -3.7338 0.9355 2.3764
H 7.3086 -3.9937 -3.7226
H -4.7609 3.9875 -2.5882
H -1.2244 -1.1642 2.7489
H -0.3781 -4.3895 7.3276
H 1.3271 -1.2185 1.7770
H -2.3187 -0.9851 -0.0417
H -1.3755 7.9056 -0.0584
H 4.8305 -4.0564 -3.4021
H -7.2603 2.4420 -1.5524
H -3.0936 0.7827 -0.7999
H -5.3763 3.4515 0.3799
H 2.2406 -0.3986 -0.2925
H 0.8462 -5.7710 3.7265
H 0.2290 1.8025 0.9159
H 7.3966 -2.4763 -2.8421
H 0.2639 3.5119 -2.1281
H 1.4284 -3.1001 7.9705
H 5.6836 -3.9921 -1.8544
H 7.4508 -2.0963 -5.2915
H 3.1806 -5.9527 2.6998
H -1.1409 3.5286 0.4446
H -4.6950 2.4409 -1.7604
H -0.4045 0.1839 -1.4476
H 5.8820 -2.8924 -5.4722
H -0.3180 -1.8664 -0.9745

=====

(6)
80
Properties=species:S:1:pos:R:3 method="wB97M-V/def2-TZVPD" homo_energy_ha=-0.1732 e_above_lowest_kcal_mol=21.4 charge=-1 orbital_gap_ev=7.30
Bi 0.1464 -0.7096 0.6039
Cl -2.1442 -2.3818 2.8811
S 2.0260 -4.7621 -0.6309
Si 2.2142 2.4973 1.0475
Si -0.9878 2.3087 0.5949
O -1.8710 -1.2028 3.6565
O -2.9929 -3.2522 3.6089
O -2.7562 -1.9800 1.6619
O -0.9009 -3.0286 2.6065
N 0.1208 -0.8810 -1.6203
N 1.7364 -2.2406 0.4248
N 0.1513 0.7666 4.2428
N 1.9105 -0.5529 2.4647
C -3.3367 -1.5090 -5.1180
C -2.4178 1.1878 1.1537
C 1.2129 -0.5609 -2.5356
C -3.4729 -4.1053 -0.8222
C 1.1147 -0.1851 4.7767
C -2.8334 -3.0916 -1.7219
C 2.5382 -0.5025 -1.7655
C -1.0126 -1.5086 -2.1031
C -1.4800 3.0389 -1.1134
C 2.3187 4.1197 0.0204
C -3.3796 -2.7810 -2.9600
C 1.7895 -3.3323 -0.0294
C -2.7555 -1.8480 -3.7727
C -1.6598 -2.4764 -1.3229
C 0.7409 1.5235 0.3561
C 2.0881 2.9246 2.9069
C 1.3913 -1.6664 -3.5924
C 1.5027 -1.2062 3.7095
C 3.9638 1.7116 0.8593
C -1.5985 -1.2201 -3.3461
C 1.0413 0.8057 -3.2422
C -1.0278 3.7631 1.8418
H -2.6420 0.3942 0.4487
H -2.0056 4.2363 1.8409
H -2.2125 0.7142 2.1079
H 0.6541 -1.8597 3.4934
H -0.8337 3.4170 2.8498
H -4.2862 -3.2669 -3.2975
H 3.3155 -0.0648 -2.3905
H 2.5229 3.9037 -1.0246
H -0.7666 3.7850 -1.4517
H 2.1652 0.4118 2.6274
H -1.5230 2.2566 -1.8653
H -4.3906 -1.7771 -5.1519
H 0.8688 1.5431 -0.7200
H -1.2277 -2.7617 -0.3777
H 2.6735 -1.0508 2.0241
H -0.6283 0.2325 3.8630
H 1.7896 3.9523 3.0791
H 1.4107 -2.6292 -3.0927
H 1.6731 0.8400 -4.1277
H -0.2237 1.3329 4.9992
H 1.3472 2.2911 3.3873
H 2.8518 -1.4988 -1.4720
H -1.1643 -0.4854 -4.0064
H 2.0044 0.3804 5.0902
H 4.3488 1.3423 1.8055
H 0.7395 -0.7362 5.6533
H -3.4122 -3.7629 0.2076
H 0.0172 0.9855 -3.5487
H 3.0381 2.7785 3.4168
H 2.4191 0.0930 -0.8709
H 4.6680 2.4576 0.5015
H -3.2351 -0.4467 -5.3355
H -3.3249 1.7737 1.2789
H 3.9863 0.8862 0.1597
H 3.1005 4.7820 0.3824
H -4.5175 -4.2709 -1.0832
H -2.9451 -5.0562 -0.8953
H 1.3320 1.6218 -2.5865
H 0.5884 -1.6826 -4.3197
H -0.2976 4.5279 1.6067
H 1.3762 4.6562 0.0551
H -2.8200 -2.0595 -5.9060
H 2.3084 -1.8316 4.1121
H 2.3335 -1.5270 -4.1191
H -2.4566 3.5120 -1.0703

=====

(7)
9
Properties=species:S:1:pos:R:3 method="wB97M-V/def2-TZVPD" homo_energy_ha=-0.1898 e_above_lowest_kcal_mol=1.0 smiles="C=NO[P@@](=O)([O-])I" charge=-1 orbital_gap_ev=8.32
I -2.8562 -0.1869 -0.9229
P -0.4687 -0.5566 -1.4188
O -0.1343 -0.2450 -2.8056
O 0.0368 0.7401 -0.4866
O -0.0598 -1.8135 -0.8502
N -0.0861 0.5869 0.8530
C 0.9096 0.5100 1.6202
H 1.8696 0.4619 1.2224
H 0.7891 0.5030 2.7885